Entry 1:
8
Properties=species:S:1:pos:R:3 method="wB97M-V/def2-TZVPD" e_lumo_ev=-0.822 orbital_gap_ev=7.0 charge=0 smiles="C=CP=P#P" e_homo_ev=-7.80
C -0.715 0.011 -0.948
C 0.590 -0.323 -0.775
P 1.526 -1.098 0.567
P 0.505 0.075 1.913
P -0.662 0.973 3.079
H -0.862 0.637 -1.892
H -1.497 0.023 -0.265
H 1.114 -0.298 -1.679

***

Entry 2:
106
Properties=species:S:1:pos:R:3 method="wB97M-V/def2-TZVPD" e_lumo_ev=-2.553 orbital_gap_ev=4.7 charge=+1 e_homo_ev=-7.23
Na -1.989 -0.534 1.196
C 6.612 -1.971 1.188
C 5.191 -1.709 0.786
C 4.419 -0.770 1.466
C 3.103 -0.531 1.109
C 2.553 -1.240 0.052
C 3.296 -2.188 -0.632
C 4.611 -2.414 -0.264
S 0.853 -0.918 -0.415
O 0.215 -0.362 0.817
C 1.130 0.359 -1.662
C 1.192 -0.192 -2.959
C 1.362 0.624 -4.040
C 1.439 2.029 -3.876
C 1.550 2.896 -4.991
C 1.568 4.250 -4.819
C 1.480 4.801 -3.524
C 1.385 3.990 -2.431
C 1.363 2.580 -2.578
C 1.224 1.716 -1.451
C 1.124 2.334 -0.104
C 2.294 2.797 0.569
C 3.590 2.672 0.007
C 4.689 3.103 0.694
C 4.552 3.678 1.974
C 3.317 3.810 2.538
C 2.158 3.374 1.853
C 0.870 3.487 2.433
C -0.237 3.044 1.774
C -0.095 2.483 0.492
S -1.540 1.769 -0.299
O -2.532 1.624 0.806
C -1.961 3.136 -1.360
C -2.268 4.397 -0.867
C -2.517 5.424 -1.757
C -2.458 5.211 -3.134
C -2.723 6.330 -4.097
C -2.159 3.938 -3.603
C -1.919 2.897 -2.723
H 7.001 -1.161 1.802
H 7.256 -2.079 0.316
H 6.689 -2.892 1.767
H 4.858 -0.213 2.283
H 2.496 0.184 1.645
H 2.857 -2.738 -1.457
H 5.199 -3.145 -0.804
H 1.080 -1.260 -3.091
H 1.408 0.211 -5.039
H 1.611 2.464 -5.980
H 1.649 4.907 -5.674
H 1.486 5.875 -3.400
H 1.308 4.420 -1.442
H 3.703 2.226 -0.972
H 5.672 3.004 0.256
H 5.431 4.019 2.504
H 3.204 4.253 3.519
H 0.780 3.926 3.419
H -1.222 3.090 2.216
H -2.311 4.568 0.200
H -2.758 6.411 -1.384
H -2.806 7.286 -3.583
H -3.652 6.161 -4.642
H -1.923 6.407 -4.834
H -2.116 3.757 -4.669
H -1.690 1.903 -3.088
C -4.845 -3.422 0.400
C -4.486 -2.515 -0.780
C -3.600 -3.232 -1.807
C -3.827 -1.231 -0.302
H -5.227 -4.399 0.089
H -5.613 -2.950 1.012
H -3.988 -3.549 1.066
H -5.446 -2.342 -1.300
H -2.552 -3.208 -1.488
H -3.619 -2.699 -2.758
H -3.909 -4.262 -2.002
H -4.570 -0.661 0.271
H -3.640 -0.603 -1.186
I 1.132 -2.344 3.605
C -0.663 -1.600 4.399
C -0.694 -1.357 5.766
C -1.853 -0.815 6.294
C -2.917 -0.540 5.441
C -2.777 -0.830 4.097
N -1.664 -1.362 3.578
H 0.163 -1.578 6.384
H -1.922 -0.603 7.352
H -3.837 -0.108 5.805
H -3.588 -0.632 3.405
N -1.161 -6.558 0.652
C -0.284 -5.830 -0.343
C -0.255 -4.338 0.052
N -1.436 -3.953 0.759
C -1.628 -4.608 2.030
C -0.994 -6.002 2.038
H -0.969 -7.559 0.626
H -2.137 -6.429 0.375
H -0.740 -5.989 -1.321
H 0.692 -6.315 -0.317
H -0.157 -3.737 -0.850
H 0.621 -4.123 0.671
H -2.271 -3.827 0.206
H -2.700 -4.696 2.220
H -1.201 -4.032 2.853
H -1.470 -6.686 2.739
H 0.078 -5.983 2.231

***

Entry 3:
118
Properties=species:S:1:pos:R:3 method="wB97M-V/def2-TZVPD" e_lumo_ev=-0.878 orbital_gap_ev=6.8 charge=0 e_homo_ev=-7.64
K -15.544 -9.139 41.682
C -10.801 -9.912 40.227
F -10.490 -8.732 40.767
F -9.794 -10.261 39.435
F -11.009 -10.845 41.128
S -12.313 -9.725 39.120
O -12.446 -11.052 38.522
O -13.403 -9.432 40.038
O -12.142 -8.705 38.082
C -8.521 -11.736 42.451
C -7.413 -12.677 42.853
C -6.026 -12.395 42.259
C -5.974 -12.593 40.807
N -5.915 -12.735 39.669
H -8.211 -10.696 42.608
H -9.411 -11.805 43.076
H -8.798 -11.748 41.398
H -7.639 -13.725 42.648
H -7.325 -12.547 43.934
H -5.320 -13.117 42.669
H -5.725 -11.368 42.471
C -10.601 -14.764 38.956
C -9.513 -13.711 39.120
C -9.022 -13.111 37.766
C -8.753 -14.072 36.694
N -8.517 -14.833 35.867
H -10.705 -15.413 39.828
H -10.333 -15.415 38.122
H -11.611 -14.383 38.788
H -8.657 -14.174 39.616
H -9.781 -12.845 39.722
H -8.187 -12.428 37.901
H -9.926 -12.587 37.436
C -14.772 -5.962 36.330
C -14.450 -7.422 36.037
C -15.459 -8.310 36.863
S -16.458 -7.252 37.954
O -16.352 -7.800 39.286
O -17.727 -7.060 37.275
C -15.367 -5.843 37.718
H -15.471 -5.627 35.562
H -13.892 -5.321 36.261
H -13.475 -7.709 36.430
H -14.488 -7.722 34.993
H -14.876 -8.981 37.491
H -16.157 -8.840 36.220
H -14.561 -6.000 38.438
H -15.962 -4.948 37.898
C -11.824 -3.669 41.005
C -12.500 -4.257 39.749
C -11.793 -5.599 39.495
S -9.983 -5.270 40.020
O -9.172 -5.076 38.818
O -9.580 -6.202 41.063
C -10.323 -3.664 40.755
H -12.023 -4.304 41.870
H -12.293 -2.699 41.167
H -12.407 -3.637 38.859
H -13.533 -4.396 40.066
H -11.961 -6.158 38.576
H -12.061 -6.312 40.276
H -10.133 -2.995 39.913
H -9.733 -3.375 41.619
C -14.479 -14.623 43.103
C -12.944 -14.661 42.860
C -12.581 -13.245 42.498
S -13.605 -12.145 43.625
O -14.264 -11.108 42.855
O -12.823 -11.786 44.792
C -14.910 -13.448 43.980
H -14.843 -15.540 43.571
H -15.049 -14.595 42.174
H -12.752 -15.422 42.108
H -12.451 -14.913 43.800
H -12.981 -12.906 41.541
H -11.552 -12.963 42.697
H -15.860 -13.081 43.596
H -14.983 -13.606 45.053
N -8.517 -8.472 42.903
C -9.530 -8.789 43.797
C -8.920 -9.102 45.017
C -7.568 -8.850 44.877
C -7.315 -8.583 43.557
H -8.709 -8.248 41.942
H -10.569 -8.860 43.523
H -9.481 -9.403 45.888
H -6.787 -9.017 45.603
H -6.395 -8.397 43.029
N -12.543 -10.244 35.145
C -12.110 -10.057 33.861
C -12.903 -10.792 33.010
C -13.887 -11.446 33.817
C -13.616 -11.074 35.115
H -12.125 -9.821 35.956
H -11.266 -9.394 33.741
H -12.913 -10.778 31.933
H -14.797 -11.939 33.518
H -14.136 -11.308 36.032
N -14.821 -12.995 38.730
C -15.551 -13.138 39.866
C -16.369 -14.256 39.721
C -16.086 -14.781 38.452
C -15.151 -13.971 37.845
H -14.046 -12.341 38.709
H -15.299 -12.581 40.759
H -17.076 -14.717 40.392
H -16.461 -15.648 37.929
H -14.757 -13.995 36.842
N -9.989 -7.612 36.582
C -9.070 -8.415 35.976
C -8.333 -7.672 35.060
C -8.928 -6.405 35.025
C -9.904 -6.368 35.987
H -10.581 -7.948 37.329
H -8.871 -9.451 36.204
H -7.551 -8.079 34.442
H -8.617 -5.575 34.411
H -10.479 -5.586 36.458

***

Entry 4:
152
Properties=species:S:1:pos:R:3 method="wB97M-V/def2-TZVPD" e_lumo_ev=1.623 orbital_gap_ev=5.7 charge=-1 e_homo_ev=-4.05
C 0.717 0.250 -0.540
O 1.941 -0.051 0.152
O 1.022 0.692 -1.897
C -0.426 -0.952 -0.339
F -0.180 -1.664 0.845
F -1.624 -0.497 -0.231
F -0.437 -1.750 -1.454
C 1.986 0.386 1.519
C 3.115 -0.203 2.228
H 3.192 -1.284 2.114
H 4.109 0.093 1.893
H 2.889 0.147 3.235
H 1.098 0.382 2.150
H 2.279 1.436 1.504
H 0.215 1.090 -0.059
C -2.960 -7.824 -6.769
O -2.440 -8.852 -6.494
N -3.336 -7.402 -7.974
N -3.309 -6.971 -5.891
H -3.771 -6.495 -8.065
H -3.089 -8.018 -8.735
H -3.104 -7.160 -4.920
H -3.768 -6.101 -6.121
C 2.258 7.519 -1.574
O 3.281 7.001 -1.820
N 2.083 8.764 -1.907
N 1.191 6.889 -1.205
H 1.191 9.090 -1.564
H 2.943 9.289 -1.843
H 0.424 7.520 -1.387
H 1.133 5.895 -1.375
C 0.057 -2.512 -8.340
O 0.098 -3.308 -9.262
N 1.092 -2.033 -7.737
N -1.088 -2.130 -7.947
H 0.882 -1.259 -7.123
H 2.010 -2.231 -8.109
H -1.158 -1.661 -7.055
H -1.910 -2.470 -8.426
C -1.547 3.858 -8.177
O -2.033 4.261 -9.173
N -2.233 3.409 -7.164
N -0.291 3.712 -7.954
H -3.238 3.315 -7.194
H -1.624 3.086 -6.426
H -0.112 3.202 -7.101
H 0.322 4.424 -8.324
C 5.127 -5.576 -2.272
O 5.314 -6.359 -3.109
N 5.278 -4.261 -2.434
N 4.577 -5.840 -1.136
H 4.760 -3.573 -1.907
H 5.466 -4.004 -3.393
H 4.615 -5.043 -0.517
H 4.336 -6.781 -0.858
C 4.883 0.792 11.036
C 5.003 0.527 12.585
C 3.891 -0.524 12.905
O 3.928 -0.957 14.321
C 3.192 -2.264 14.501
N 6.366 0.094 12.932
H 5.334 0.091 10.333
H 5.328 1.752 10.778
H 3.853 0.855 10.683
H 4.804 1.446 13.138
H 3.819 -1.351 12.198
H 2.899 -0.102 12.742
H 2.194 -2.119 14.086
H 3.159 -2.555 15.550
H 3.517 -3.213 14.074
H 6.259 -0.114 13.914
H 6.887 0.957 12.992
C 13.479 -4.040 5.983
C 12.319 -3.093 5.579
C 11.019 -3.881 5.292
O 11.234 -4.556 3.994
C 10.480 -5.785 3.917
N 12.100 -1.999 6.477
H 14.434 -3.523 6.080
H 13.443 -4.896 5.310
H 13.341 -4.469 6.975
H 12.589 -2.493 4.710
H 10.139 -3.238 5.269
H 10.837 -4.514 6.160
H 9.455 -5.660 4.265
H 10.872 -6.542 4.596
H 10.529 -6.160 2.895
H 11.848 -2.245 7.423
H 12.956 -1.499 6.669
C -6.080 6.841 -1.060
C -5.315 7.541 0.052
C -4.698 6.498 1.047
O -5.539 5.899 2.024
C -5.073 4.652 2.601
N -4.234 8.360 -0.619
H -5.411 6.297 -1.727
H -6.538 7.574 -1.724
H -6.832 6.156 -0.669
H -5.966 8.216 0.608
H -3.860 7.055 1.467
H -4.229 5.719 0.446
H -3.985 4.598 2.611
H -5.433 3.757 2.093
H -5.525 4.518 3.584
H -4.434 8.810 -1.501
H -4.385 9.112 0.039
C -8.622 -6.385 -1.406
C -8.033 -5.354 -0.506
C -8.992 -4.485 0.308
O -8.228 -3.631 1.206
C -9.052 -2.635 1.914
N -7.230 -6.193 0.380
H -7.947 -7.019 -1.980
H -9.336 -5.864 -2.044
H -9.355 -6.933 -0.814
H -7.342 -4.656 -0.978
H -9.733 -5.010 0.910
H -9.543 -3.861 -0.396
H -9.609 -1.896 1.336
H -8.507 -2.051 2.655
H -9.853 -3.147 2.447
H -6.942 -5.602 1.147
H -6.360 -6.445 -0.067
C -7.919 5.861 -7.766
C -8.668 4.684 -8.435
C -9.136 3.620 -7.315
O -8.018 3.218 -6.486
C -8.499 2.399 -5.504
N -9.846 5.186 -9.072
H -7.802 6.725 -8.420
H -6.923 5.675 -7.366
H -8.577 6.298 -7.015
H -8.007 4.243 -9.181
H -9.612 2.792 -7.840
H -9.816 4.188 -6.681
H -8.682 1.371 -5.815
H -9.288 2.876 -4.922
H -7.702 2.174 -4.796
H -10.504 5.500 -8.373
H -9.625 6.076 -9.495
O -1.556 -6.959 -0.670
H -1.665 -6.154 -0.164
H -0.872 -6.752 -1.306
O 10.401 2.860 4.673
H 10.728 2.171 5.251
H 10.200 2.410 3.852
O 8.715 1.448 -0.786
H 8.097 1.968 -0.272
H 8.329 1.412 -1.661
O 5.291 2.636 -3.603
H 4.862 3.483 -3.482
H 4.604 1.992 -3.432